# 1
{
  "formula": "C3H3CeO2",
  "method": "ωB97M-V/def2-TZVPD",
  "species": ["C", "C", "H", "H", "H", "O", "C", "O", "Ce"],
  "xyz": [[-0.714067, 0.933240, 0.434377], [-0.842707, -0.353042, -0.328034], [-1.169067, -1.193399, 0.316140], [-1.497093, 1.055373, 1.196817], [-1.501541, -0.395433, -1.213670], [2.385851, -0.251981, 0.412726], [1.308824, -0.885873, 0.520490], [0.540151, -0.639722, -0.698944], [1.489649, 1.730834, -0.639905]],
  "forces_ev_per_a": [[0.76, 0.59, -1.03], [0.10, -0.68, 0.93], [0.08, 0.38, -0.14], [0.33, 0.38, -0.28], [0.48, 0.33, 0.16], [-0.22, 1.48, -0.91], [0.01, -0.38, 0.59], [0.28, 1.14, -1.25], [-1.83, -3.24, 1.94]],
  "total_charge": 1,
  "homo_lumo_gap_ha": [0.2294, 0.2436],
  "e_tot_ha": -741.26060,
  "e_homo_ev": [-11.902, -12.296],
  "lumo_energy_ev": [-5.6612, -5.6658],
  "multiplicity": 3
}

# 2
{
  "formula": "C35H106N4O16",
  "method": "ωB97M-V/def2-TZVPD",
  "species": ["C", "C", "O", "H", "H", "H", "H", "H", "H", "C", "C", "O", "H", "H", "H", "H", "H", "H", "C", "C", "O", "H", "H", "H", "H", "H", "H", "C", "C", "O", "H", "H", "H", "H", "H", "H", "C", "C", "O", "H", "H", "H", "H", "H", "H", "C", "C", "O", "H", "H", "H", "H", "H", "H", "C", "C", "O", "H", "H", "H", "H", "H", "H", "C", "C", "C", "O", "C", "N", "H", "H", "H", "H", "H", "H", "H", "H", "H", "H", "H", "C", "C", "C", "O", "C", "N", "H", "H", "H", "H", "H", "H", "H", "H", "H", "H", "H", "C", "C", "C", "O", "C", "N", "H", "H", "H", "H", "H", "H", "H", "H", "H", "H", "H", "C", "C", "C", "O", "C", "N", "H", "H", "H", "H", "H", "H", "H", "H", "H", "H", "H", "C", "O", "H", "H", "H", "H", "C", "O", "H", "H", "H", "H", "C", "O", "H", "H", "H", "H", "C", "O", "H", "H", "H", "H", "C", "O", "H", "H", "H", "H"],
  "xyz": [[1.822873, 3.460893, 3.106564], [0.651152, 4.105557, 2.399018], [-0.549344, 4.039434, 3.234724], [1.673593, 2.346090, 3.040021], [1.724967, 3.695822, 4.169598], [2.824637, 3.658543, 2.671429], [0.422434, 3.546393, 1.499320], [0.885883, 5.158314, 2.135400], [-0.495643, 3.099311, 3.484442], [5.642644, 2.662523, -0.773216], [4.916787, 3.586521, -1.776901], [3.845292, 4.306794, -1.294507], [4.961654, 1.839569, -0.523028], [5.942287, 3.229158, 0.140933], [6.545182, 2.243495, -1.252494], [4.476970, 2.910965, -2.517629], [5.551717, 4.302010, -2.324367], [4.077006, 5.043943, -0.742755], [3.909951, 8.076466, -1.144658], [4.323595, 7.845009, 0.356944], [5.348796, 6.841501, 0.345421], [4.802795, 8.298765, -1.760445], [3.212983, 8.976926, -1.202718], [3.522097, 7.236028, -1.627649], [3.478536, 7.553466, 0.968860], [4.738736, 8.821936, 0.709337], [5.430511, 6.374788, 1.161355], [-4.147155, -3.197050, -0.225967], [-3.254477, -3.375182, -1.479085], [-2.022611, -2.786528, -1.191273], [-3.735317, -2.289383, 0.273065], [-3.947217, -3.935673, 0.511265], [-5.199754, -3.206395, -0.427528], [-3.845174, -2.960502, -2.289557], [-3.007415, -4.441984, -1.499863], [-1.429464, -2.793521, -1.970372], [5.546344, -2.833898, 0.425114], [4.964304, -1.427103, 0.381702], [3.678798, -1.336904, -0.098076], [6.509290, -2.885010, 0.829470], [5.586458, -3.295798, -0.618648], [4.989191, -3.524083, 1.007502], [5.616895, -0.803308, -0.242274], [5.058344, -1.034923, 1.445567], [3.123924, -1.726054, 0.580331], [3.656195, -2.014847, 3.932012], [2.765234, -1.093515, 3.159615], [2.022677, -1.895883, 2.216136], [4.266305, -1.550275, 4.706017], [4.330660, -2.411821, 3.222296], [3.162774, -2.933299, 4.329615], [3.357916, -0.346849, 2.621440], [2.094293, -0.546510, 3.866714], [1.388398, -1.283907, 1.816455], [3.020248, -1.943020, -4.250250], [2.265636, -1.057426, -3.211101], [2.375466, 0.305146, -3.625338], [2.882991, -2.977954, -4.019909], [4.085553, -1.731246, -4.420912], [2.569643, -1.757178, -5.214758], [2.735025, -1.023819, -2.258449], [1.241092, -1.360070, -3.189357], [2.209638, 0.850432, -2.835611], [0.421381, -5.294848, -2.144477], [1.315208, -5.262355, -0.922237], [2.699631, -5.730605, -1.315942], [2.715572, -6.881064, -2.098383], [3.986337, -7.484363, -2.086421], [1.461424, -3.987523, -0.275566], [0.831607, -4.766917, -3.027512], [-0.501312, -4.773697, -1.852768], [0.154402, -6.274723, -2.443345], [0.891349, -5.936004, -0.150879], [3.347464, -5.778489, -0.355578], [3.248335, -4.963092, -1.858175], [4.823047, -6.829434, -2.480582], [3.957546, -8.481751, -2.660120], [4.268776, -7.708596, -1.055314], [0.477021, -3.723631, -0.233793], [1.845963, -3.290925, -0.911355], [-4.349595, 1.507989, -2.357876], [-5.345466, 1.651715, -1.234839], [-5.964413, 0.256168, -0.868224], [-6.862162, 0.377744, 0.306529], [-8.099204, -0.409264, 0.299070], [-4.773189, 2.350561, -0.126584], [-3.416879, 1.152988, -1.993454], [-4.089183, 2.448842, -2.799279], [-4.727942, 0.710435, -3.084666], [-6.222401, 2.233625, -1.641695], [-5.177129, -0.390952, -0.550695], [-6.475749, -0.019362, -1.817246], [-7.936802, -1.436886, 0.654703], [-8.513665, -0.378508, -0.725416], [-8.731796, 0.002455, 1.069580], [-5.344797, 2.195497, 0.679391], [-3.761460, 2.083812, 0.017567], [0.055027, -4.948830, 4.236490], [-0.983458, -4.228154, 3.404186], [-1.125444, -2.851361, 4.053161], [-1.998900, -1.917036, 3.411857], [-3.404913, -2.356721, 3.466521], [-0.582404, -4.275084, 2.041934], [-0.091787, -4.763423, 5.314320], [1.044614, -4.637497, 3.987879], [-0.098533, -6.009435, 4.233639], [-1.861247, -4.865687, 3.584379], [-0.234154, -2.348271, 4.232584], [-1.584441, -3.074981, 5.102127], [-3.630161, -2.923690, 4.402491], [-3.735370, -3.036693, 2.652020], [-4.153895, -1.576328, 3.361539], [0.444010, -4.063357, 1.974647], [-1.100764, -3.599326, 1.440232], [-1.680601, 0.700804, -0.380721], [-0.306206, 0.120909, -0.031328], [0.848115, 1.120937, -0.192413], [0.707912, 1.695727, -1.497143], [0.311710, 3.059468, -1.407879], [-0.197615, -0.371869, 1.331482], [-1.790111, 1.633492, 0.117559], [-2.466503, 0.077616, -0.000489], [-1.893280, 0.781950, -1.456642], [-0.160915, -0.719323, -0.766812], [1.822760, 0.684388, -0.152136], [0.888416, 1.789415, 0.596961], [1.128791, 3.750294, -1.580631], [-0.286140, 3.252354, -0.576349], [-0.394466, 3.222251, -2.227766], [-0.802843, 0.243762, 1.857908], [-0.655719, -1.270253, 1.399404], [-3.201984, 4.994064, -1.074141], [-2.433372, 4.310571, -0.028620], [-2.687183, 4.832672, -1.960046], [-4.226637, 4.646294, -1.200242], [-3.144039, 6.062540, -0.861884], [-2.682340, 4.706836, 0.854776], [-0.188854, 1.464999, -4.719520], [-0.525150, 0.457753, -3.819502], [-0.552838, 2.408857, -4.336960], [0.854913, 1.540643, -4.823552], [-0.643369, 1.290666, -5.715632], [-0.127957, 0.749914, -3.017957], [-3.500932, 1.330475, 3.012153], [-2.140674, 1.059558, 3.326054], [-4.076685, 1.236606, 3.904575], [-3.568246, 2.347137, 2.669911], [-3.883981, 0.723848, 2.203535], [-2.087442, 0.161320, 3.679681], [-1.719669, -2.685392, -5.219609], [-1.364643, -2.314604, -3.884690], [-0.879041, -2.634678, -5.896588], [-2.016671, -3.739513, -5.233260], [-2.583014, -2.079404, -5.536040], [-1.001620, -1.374055, -3.905321], [-3.253500, 5.931734, 3.691533], [-2.888240, 5.203727, 2.588868], [-2.511557, 6.541667, 4.112791], [-4.091370, 6.589304, 3.404072], [-3.672110, 5.325916, 4.473036], [-1.988002, 4.810776, 2.686162]],
  "forces_ev_per_a": [[-0.24, -1.53, 0.07], [-0.04, 0.78, -0.20], [1.66, -0.54, -0.42], [0.27, 0.80, 0.10], [0.58, 0.24, -0.07], [-0.71, 0.18, 0.36], [0.04, 0.28, -0.39], [-0.55, -0.55, 0.27], [-0.96, 0.28, 0.26], [0.05, 0.88, -0.01], [0.93, -0.64, -0.85], [-2.02, -0.13, 0.60], [0.23, 0.18, 0.20], [-0.17, -0.52, -0.57], [-0.35, 0.15, 0.26], [0.13, 0.16, -0.18], [0.45, -0.52, 0.25], [0.74, 0.48, 0.35], [0.78, 2.32, 1.32], [0.61, 0.77, -1.69], [-0.30, 0.33, -1.07], [-0.21, 0.23, 0.61], [0.76, -1.30, -0.02], [-1.16, -1.44, -0.37], [-0.20, -0.07, 0.12], [-0.30, -0.79, 0.07], [-0.09, -0.17, 1.01], [1.77, 1.04, 0.07], [-0.69, -1.19, 1.85], [1.16, 1.23, 0.00], [-0.97, -0.03, -0.44], [0.17, -1.08, 0.50], [-0.51, 0.40, -0.13], [0.63, -0.07, -0.73], [-0.77, -0.17, -1.08], [-0.77, -0.02, 0.06], [-0.98, -0.55, -2.70], [2.05, 0.14, 1.53], [-0.63, 0.21, -0.54], [1.71, 0.36, 0.51], [-0.02, 0.67, 1.18], [-1.02, -0.47, 0.65], [-0.21, -0.01, 0.08], [-0.21, -0.06, -1.05], [-0.73, -0.36, 0.38], [-0.05, -0.97, 0.48], [-1.02, 0.07, 0.53], [0.89, 0.36, 0.68], [-0.28, 0.20, 0.07], [1.10, -0.56, -0.81], [-0.10, 0.97, -0.04], [-0.01, 0.06, 0.06], [0.11, -0.30, -0.63], [-0.69, 0.29, -0.17], [-0.33, 1.18, 0.32], [1.88, 0.40, -1.46], [-0.09, 0.56, -0.06], [0.00, -0.76, 0.20], [-0.26, 0.12, 0.66], [-0.37, -0.02, -0.35], [0.21, -1.07, 1.07], [-0.81, -0.33, 0.21], [-0.03, -0.13, -0.44], [-0.62, 1.65, 0.07], [0.91, -1.62, -0.69], [1.62, 0.59, 1.88], [0.09, -0.76, 0.03], [0.80, -1.05, -0.67], [-1.06, 0.86, -0.09], [0.04, -0.14, 0.50], [-0.03, -0.15, -0.29], [-0.11, -1.09, -0.25], [0.21, 0.11, -0.42], [-0.95, -0.60, -1.12], [-0.20, 0.68, -0.40], [-1.01, -0.48, 0.04], [-0.07, 1.70, 0.69], [0.03, -0.15, 0.13], [0.09, 0.63, 0.61], [0.31, -0.13, -0.14], [-0.90, -1.61, -0.73], [-1.70, -0.33, -0.20], [-1.00, 1.56, 0.33], [-0.24, -0.35, -1.18], [1.72, 0.32, -0.47], [1.60, -0.03, -0.10], [0.43, -0.55, 0.35], [-0.35, 0.52, -0.64], [0.57, 1.40, 0.51], [0.64, -0.26, 0.48], [0.58, -0.90, -0.21], [-0.02, -0.56, 0.87], [0.29, -0.02, -0.54], [-0.20, -0.13, 0.67], [-0.38, 0.60, -0.16], [0.03, -0.04, 0.68], [-1.81, 0.49, 0.06], [-0.59, -0.03, 1.56], [0.20, -0.26, 1.17], [-3.45, -1.19, 1.72], [-1.91, -0.48, -0.17], [0.09, -1.18, -0.01], [0.87, 0.92, -1.56], [0.06, 0.45, -0.26], [0.85, -0.04, -0.28], [0.39, -0.71, -0.74], [-0.46, 0.70, -0.39], [1.89, 0.79, -0.13], [0.74, 0.44, -1.40], [0.44, 0.60, -0.41], [0.98, 0.11, 0.18], [0.65, 0.83, 0.28], [-1.32, -0.07, -0.20], [0.52, -0.70, 0.63], [0.61, -0.43, -0.31], [0.68, -0.82, -1.27], [-0.80, -1.92, -2.39], [0.46, 0.69, 0.78], [-0.24, -0.16, -2.67], [-0.29, -0.20, -0.09], [-0.19, 1.22, 0.21], [-0.33, -0.73, 0.31], [0.74, 0.15, 0.50], [0.24, 0.54, 0.78], [0.59, -1.03, -0.05], [-0.50, 1.90, 1.36], [0.39, 0.04, 0.45], [-0.56, 0.41, 1.71], [0.07, 0.07, -0.20], [0.03, 0.12, 0.73], [-0.23, -0.25, 0.07], [0.37, 0.19, 2.45], [-0.90, 0.73, 0.26], [1.03, -0.41, -1.77], [0.00, -0.10, 0.46], [-0.37, 0.09, -0.12], [-0.03, -0.47, -1.37], [-1.18, 0.59, -1.22], [-1.02, -1.16, -0.64], [-0.26, 0.51, -0.11], [1.42, 0.01, -0.31], [0.14, -0.09, 0.64], [0.59, 0.07, 1.60], [0.63, 0.24, -0.15], [0.33, 0.04, -0.14], [-0.81, -0.17, 0.56], [0.10, 0.59, -0.06], [-0.12, -0.53, -0.14], [0.06, -0.14, -0.11], [-0.52, -0.17, 0.68], [0.75, 1.15, -0.31], [0.24, 0.44, -0.31], [-0.10, 0.17, 0.31], [0.38, -0.16, -0.28], [-0.63, -1.25, -0.06], [-2.25, 0.57, 0.07], [1.08, -0.91, -1.38], [1.40, 0.84, 0.44], [0.33, -0.05, -0.05], [-0.07, -0.66, 0.62], [-0.59, 0.15, 0.47]],
  "homo_lumo_gap_ha": 0.3283,
  "e_tot_ha": -2819.66757,
  "e_homo_ev": -8.547,
  "lumo_energy_ev": 0.3872
}

# 3
{
  "formula": "C6H15NO4",
  "method": "ωB97M-V/def2-TZVPD",
  "species": ["C", "N", "C", "C", "C", "C", "C", "O", "H", "H", "H", "H", "H", "H", "H", "H", "H", "O", "H", "H", "O", "H", "H", "O", "H", "H"],
  "xyz": [[-0.155173, -0.287002, 2.881606], [-1.109027, 0.174224, 2.221415], [-1.218119, 0.051395, 0.827705], [-0.889970, 0.932844, -0.113264], [-1.356770, 0.860338, -1.540419], [-2.267942, -0.331133, -1.876434], [-2.981324, -0.127749, -3.201957], [-2.627652, 0.668918, -4.024157], [-0.197745, -0.143404, 3.960587], [0.739143, -0.796600, 2.532229], [-1.674407, -0.884161, 0.511489], [-0.166997, 1.698423, 0.122889], [-1.872009, 1.782473, -1.811270], [-0.480715, 0.816252, -2.202254], [-3.078477, -0.439512, -1.142849], [-1.625050, -1.215989, -1.901544], [-3.880318, -0.757246, -3.308870], [1.480235, 2.240414, 2.154670], [0.775820, 2.899484, 2.213721], [1.549005, 1.909349, 3.057024], [4.008950, -1.637358, 1.113456], [4.485412, -1.000786, 1.658148], [3.959975, -2.422982, 1.678600], [2.821716, -1.394153, -1.675535], [2.273448, -1.706735, -0.947494], [3.487997, -0.889314, -1.187504]],
  "forces_ev_per_a": [[0.30, 0.05, 0.99], [-0.08, 0.17, -0.41], [-0.07, -0.46, -0.61], [0.21, -0.37, 0.11], [0.33, -0.45, -0.23], [0.12, 0.92, -0.02], [0.65, -0.22, 0.73], [-0.25, 0.03, -0.35], [0.00, -0.07, 0.10], [0.03, -0.09, -0.59], [-0.51, 0.20, 0.27], [-0.29, 0.55, 0.17], [0.00, 0.12, 0.11], [-0.18, 0.09, 0.05], [0.32, -0.25, 0.07], [-0.48, -0.32, -0.02], [-0.15, -0.03, -0.39], [-0.06, 0.21, 0.19], [0.10, -0.11, -0.10], [0.05, 0.01, -0.08], [0.03, -0.19, 0.46], [-0.03, 0.07, -0.10], [0.00, 0.17, -0.31], [0.07, 0.22, 0.33], [-0.08, -0.09, -0.12], [-0.03, -0.16, -0.24]],
  "homo_lumo_gap_ha": 0.3257,
  "smiles": "C=N/C=C/CCC=O.O.O.O",
  "e_tot_ha": -593.25043,
  "e_homo_ev": -8.636,
  "lumo_energy_ev": 0.2274
}